Entry 1:
{
  "formula": "C4H10OS3",
  "method": "ωB97M-V with the def2-TZVPD basis set",
  "species": ["C", "C", "C", "C", "O", "S", "S", "S", "H", "H", "H", "H", "H", "H", "H", "H", "H", "H"],
  "positions_angstrom": [[-1.99, 0.81, -1.40], [2.21, 1.51, 0.15], [-0.14, -2.90, 0.88], [0.17, -0.30, -0.25], [0.49, -2.56, -1.61], [-0.22, 0.70, -1.77], [1.96, -0.30, 0.14], [-0.44, -1.94, -0.72], [-2.66, -0.08, -1.72], [-2.19, 1.68, -2.00], [-2.08, 1.04, -0.33], [3.19, 1.72, 0.62], [1.32, 1.94, 0.71], [2.16, 1.85, -0.96], [0.10, -3.98, 0.81], [-0.70, -2.62, 1.71], [0.84, -2.38, 1.06], [-0.41, 0.15, 0.50]],
  "e_lumo_ha": 0.024,
  "de_lowest_ev": 1.225,
  "gap_ev": 9.469
}



Entry 2:
{
  "formula": "C4H10OSi",
  "method": "ωB97M-V with the def2-TZVPD basis set",
  "species": ["C", "C", "C", "C", "O", "Si", "H", "H", "H", "H", "H", "H", "H", "H", "H", "H"],
  "positions_angstrom": [[2.67, -1.23, 0.46], [0.37, 0.51, -0.28], [-2.80, 0.00, -0.17], [-0.67, 0.44, 0.78], [-1.65, -0.49, 0.44], [2.32, 0.48, -0.07], [2.02, -1.61, 1.25], [2.68, -1.92, -0.47], [0.10, 0.26, -1.34], [-2.65, 0.37, -1.21], [-3.35, 0.73, 0.32], [-3.61, -0.79, -0.41], [-1.12, 1.42, 0.82], [-0.33, 0.19, 1.82], [2.41, 1.48, 0.93], [3.41, 0.77, -1.11]],
  "e_lumo_ha": [-0.022, -0.006],
  "de_lowest_ev": 5.795,
  "gap_ev": [7.782, 8.856]
}



Entry 3:
{
  "formula": "C4H10P2",
  "method": "ωB97M-V with the def2-TZVPD basis set",
  "species": ["C", "C", "C", "C", "P", "P", "H", "H", "H", "H", "H", "H", "H", "H", "H", "H"],
  "positions_angstrom": [[-2.98, -0.64, -0.03], [1.23, 1.36, 0.94], [0.81, -2.08, -0.49], [0.77, 1.60, -0.52], [-1.45, -0.12, 0.60], [-0.72, 0.74, -1.22], [-3.50, -1.04, 0.85], [-3.50, -0.51, -1.03], [1.82, 2.33, 1.31], [0.48, 1.36, 1.80], [1.75, 0.43, 1.04], [1.89, -1.93, -0.30], [0.63, -2.48, -1.43], [0.41, -2.78, 0.28], [1.55, 1.10, -1.01], [0.78, 2.66, -0.78]],
  "e_lumo_ha": [-0.037, -0.019],
  "de_lowest_ev": 3.269,
  "gap_ev": [7.717, 7.299]
}



Entry 4:
{
  "formula": "C4H10S",
  "method": "ωB97M-V with the def2-TZVPD basis set",
  "species": ["C", "C", "H", "H", "H", "H", "C", "S", "C", "H", "H", "H", "H", "H", "H"],
  "positions_angstrom": [[2.72, 0.43, 1.85], [1.57, -0.11, 2.28], [3.11, 0.18, 0.86], [3.24, 1.25, 2.37], [1.04, -0.94, 1.79], [1.06, 0.35, 3.15], [-2.46, -0.07, -0.43], [-0.68, 0.25, -0.58], [-0.37, -0.16, -2.26], [-2.72, -0.94, -1.01], [-3.02, 0.76, -0.80], [-2.66, -0.26, 0.63], [0.62, 0.22, -2.51], [-0.37, -1.25, -2.40], [-1.08, 0.32, -2.93]],
  "e_lumo_ha": 0.039,
  "de_lowest_ev": 1.263,
  "gap_ev": 9.508,
  "smiles": "C=C.CSC"
}



Entry 5:
{
  "formula": "C4H10S2",
  "method": "ωB97M-V with the def2-TZVPD basis set",
  "species": ["C", "C", "S", "S", "C", "C", "H", "H", "H", "H", "H", "H", "H", "H", "H", "H"],
  "positions_angstrom": [[1.99, -0.27, 1.15], [2.07, 0.65, 0.13], [0.42, -1.69, -1.26], [-0.97, -1.85, 0.30], [-1.71, -0.17, 0.29], [-2.03, 0.44, -1.09], [1.14, -0.38, 0.06], [1.83, 0.16, 2.14], [2.71, -1.08, 1.24], [1.67, 1.61, 0.43], [2.69, 0.60, -0.75], [-2.58, -0.14, 0.93], [-0.96, 0.51, 0.69], [-2.23, -0.40, -1.76], [-1.12, 0.93, -1.44], [-2.91, 1.09, -1.07]],
  "e_lumo_ha": -0.036,
  "de_lowest_ev": 4.527,
  "gap_ev": 6.061
}



Entry 6:
{
  "formula": "C4H10S2",
  "method": "ωB97M-V with the def2-TZVPD basis set",
  "species": ["C", "C", "C", "H", "H", "H", "H", "H", "H", "C", "S", "S", "H", "H", "H", "H"],
  "positions_angstrom": [[-0.71, 0.90, 1.43], [-1.94, 0.55, 0.93], [-2.32, 0.78, -0.54], [-0.08, 0.21, 2.08], [-0.05, 1.81, 1.07], [-2.52, -0.16, 1.58], [-1.39, 1.40, -0.95], [-3.03, 1.54, -0.46], [-2.80, -0.06, -1.05], [1.29, -1.38, -0.83], [2.50, -0.29, -1.61], [4.17, 0.00, -0.45], [0.44, -1.69, -1.41], [1.83, -2.22, -0.51], [0.94, -0.87, 0.06], [3.67, -0.51, 0.65]],
  "e_lumo_ha": 0.021,
  "de_lowest_ev": 3.265,
  "gap_ev": 8.568,
  "smiles": "C=CC.CSS"
}



Entry 7:
{
  "formula": "C4H10SSe",
  "method": "ωB97M-V with the def2-TZVPD basis set",
  "species": ["C", "C", "C", "C", "S", "Se", "H", "H", "H", "H", "H", "H", "H", "H", "H", "H"],
  "positions_angstrom": [[1.96, -0.93, 0.65], [-2.30, -0.90, -1.18], [1.68, 1.66, -0.17], [-1.76, 0.38, 1.28], [2.88, 0.66, 0.88], [-3.16, -0.35, 0.49], [1.28, -0.71, -0.16], [1.45, -1.25, 1.53], [2.69, -1.59, 0.25], [-2.00, -1.99, -1.33], [-3.08, -0.89, -2.04], [-1.38, -0.38, -1.40], [0.59, 1.41, 0.13], [1.62, 1.47, -1.29], [1.71, 2.70, 0.08], [-2.21, 0.72, 2.28]],
  "e_lumo_ha": -0.012,
  "de_lowest_ev": 2.575,
  "gap_ev": 7.954
}



Entry 8:
{
  "formula": "C4H10Si",
  "method": "ωB97M-V with the def2-TZVPD basis set",
  "species": ["C", "C", "C", "C", "Si", "H", "H", "H", "H", "H", "H", "H", "H", "H", "H"],
  "positions_angstrom": [[0.77, -0.71, 0.42], [1.34, 0.17, -0.38], [-0.27, -1.76, 0.14], [1.99, 1.38, 0.21], [-3.86, 0.71, 0.17], [1.11, -0.60, 1.37], [-0.97, -1.51, 0.86], [-0.60, -1.73, -0.95], [0.02, -2.78, 0.31], [2.31, 1.09, 1.18], [2.90, 1.67, -0.33], [1.31, 2.16, 0.24], [-4.58, 0.71, -1.07], [1.04, 0.12, -1.43], [-2.50, 1.08, -0.73]],
  "e_lumo_ha": -0.041,
  "de_lowest_ev": 2.593,
  "gap_ev": 7.916
}



Entry 9:
{
  "formula": "C4H11AsCsF6NO",
  "method": "ωB97M-V with the def2-TZVPD basis set",
  "species": ["Cs", "As", "F", "F", "F", "F", "F", "F", "C", "C", "C", "O", "C", "N", "H", "H", "H", "H", "H", "H", "H", "H", "H", "H", "H"],
  "positions_angstrom": [[-0.07, -2.47, -2.08], [-3.38, -0.22, 0.40], [-3.26, 1.45, -0.40], [-4.55, 0.41, 1.55], [-3.52, -1.75, 1.23], [-1.96, -0.81, -0.57], [-2.03, 0.26, 1.51], [-4.50, -0.78, -0.86], [2.52, 1.89, -0.96], [1.70, 0.68, -0.85], [1.65, 0.05, 0.51], [1.01, -1.23, 0.30], [0.67, -1.84, 1.51], [0.31, 0.90, -1.32], [3.53, 1.73, -0.59], [2.10, 2.79, -0.52], [2.60, 2.10, -2.03], [2.12, 0.07, -1.65], [1.21, 0.77, 1.19], [2.63, -0.30, 0.84], [0.17, -2.78, 1.26], [-0.10, -1.26, 2.01], [1.54, -2.11, 2.11], [0.15, 1.78, -1.79], [-0.52, 0.64, -0.81]],
  "multiplicity": 2,
  "total_charge": 1,
  "e_lumo_ha": [-0.145, -0.323],
  "gap_ev": [10.921, 6.031],
  "s2": 0.7542
}



Entry 10:
{
  "formula": "C4H11AuO2",
  "method": "ωB97M-V with the def2-TZVPD basis set",
  "species": ["C", "H", "H", "H", "Au", "O", "H", "C", "O", "C", "C", "H", "H", "H", "H", "H", "H", "H"],
  "positions_angstrom": [[2.22, -1.82, 0.35], [1.21, -2.21, 0.56], [2.23, -0.95, 1.04], [2.51, -1.36, -0.61], [3.86, -3.14, 1.32], [3.06, -4.30, -0.12], [2.30, -3.49, -0.60], [3.57, -4.74, 3.90], [3.21, -4.55, 2.54], [3.00, -5.75, 1.81], [2.35, -5.35, 0.51], [3.72, -3.75, 4.34], [2.76, -5.26, 4.43], [4.50, -5.33, 3.98], [2.34, -6.42, 2.37], [3.95, -6.29, 1.66], [1.34, -4.97, 0.74], [2.28, -6.23, -0.14]],
  "multiplicity": 4,
  "total_charge": 1,
  "e_lumo_ha": [-0.124, -0.254],
  "de_lowest_ev": 1.529,
  "gap_ev": [7.334, 8.646],
  "s2": 3.7604
}



Entry 11:
{
  "formula": "C4H11BN2",
  "method": "ωB97M-V with the def2-TZVPD basis set",
  "species": ["C", "B", "N", "C", "C", "N", "C", "H", "H", "H", "H", "H", "H", "H", "H", "H", "H", "H"],
  "positions_angstrom": [[0.97, 2.06, -0.18], [0.63, 0.52, -0.32], [1.11, -0.50, -1.17], [0.61, -1.77, -0.75], [-0.76, -1.40, -0.28], [-0.55, 0.08, 0.26], [-1.30, 0.49, 1.44], [1.96, 2.15, 0.02], [0.37, 2.42, 0.59], [0.66, 2.50, -1.09], [1.78, -0.49, -1.89], [1.38, -2.08, 0.07], [0.49, -2.55, -1.47], [-1.56, -1.30, -1.03], [-1.11, -1.92, 0.64], [-0.91, 1.43, 1.77], [-2.34, 0.60, 1.05], [-1.43, -0.22, 2.35]],
  "e_lumo_ha": 0.028,
  "de_lowest_ev": 1.890,
  "gap_ev": 8.896,
  "smiles": "CB1NCCN1C"
}



Entry 12:
{
  "formula": "C4H11BO3",
  "method": "ωB97M-V with the def2-TZVPD basis set",
  "species": ["B", "C", "C", "C", "C", "O", "O", "O", "H", "H", "H", "H", "H", "H", "H", "H", "H", "H", "H"],
  "positions_angstrom": [[-1.50, -0.21, 0.51], [-3.50, -1.19, -0.40], [-1.13, 2.17, 0.18], [4.28, 0.33, -0.22], [2.82, -1.45, 0.07], [-2.28, -1.28, 0.30], [-1.88, 1.00, 0.02], [3.15, -0.20, 0.10], [-4.28, -0.79, 0.25], [-3.77, -2.19, -0.73], [-3.40, -0.52, -1.26], [-1.40, 2.67, 1.11], [-1.36, 2.83, -0.66], [-0.05, 1.97, 0.19], [-0.49, -0.39, 1.10], [5.11, -0.25, -0.58], [4.35, 1.39, -0.10], [3.51, -2.21, -0.25], [1.82, -1.68, 0.37]],
  "e_lumo_ha": [0.030, 0.030],
  "de_lowest_ev": 3.628,
  "gap_ev": [8.227, 8.224]
}



no.,DFT total energy (eV)
1,-38861.086
2,-14229.825
3,-22882.446
4,-15144.105
5,-25976.458
6,-25977.719
7,-80487.370
8,-12183.608
9,-85549.763
10,-12097.995
11,-7983.663
12,-11142.963